# 1
C28H80N6O9 | wB97M-V/def2-TZVPD

Each atom is followed by the atoms it is bonded to, with distances in Å.
Atoms and positions in Å:
1 C -4.422 -0.553 -16.476  C2 1.556, H4 1.090, H5 1.090, H6 1.090
2 C -4.748 -1.522 -15.303  C1 1.556, O3 1.340, H7 1.090, H8 1.090
3 O -3.729 -1.697 -14.452  C2 1.340, H9 0.960
4 H -4.465 0.482 -16.137  C1 1.090
5 H -5.176 -0.702 -17.248  C1 1.090
6 H -3.424 -0.776 -16.852  C1 1.090
7 H -4.971 -2.486 -15.759  C2 1.090
8 H -5.641 -1.145 -14.805  C2 1.090
9 H -2.952 -1.815 -15.004  O3 0.960
10 C -9.936 -9.840 -15.653  C11 1.537, H16 1.090, H17 1.090, H18 1.090
11 C -8.987 -11.025 -15.894  C10 1.537, C12 1.519, N15 1.453, H19 1.090
12 C -7.706 -10.939 -15.083  C11 1.519, O13 1.479, H20 1.090, H21 1.090
13 O -6.806 -9.786 -15.305  C12 1.479, C14 1.397
14 C -6.381 -9.636 -16.627  O13 1.397, H22 1.090, H23 1.090, H24 1.090
15 N -9.842 -12.186 -15.711  C11 1.453, H25 1.010, H26 1.010
16 H -9.963 -9.463 -14.631  C10 1.090
17 H -10.959 -9.968 -16.007  C10 1.090
18 H -9.490 -9.092 -16.309  C10 1.090
19 H -8.675 -11.008 -16.938  C11 1.090
20 H -7.177 -11.886 -15.184  C12 1.090
21 H -8.029 -10.998 -14.044  C12 1.090
22 H -6.078 -10.616 -16.995  C14 1.090
23 H -5.489 -9.011 -16.677  C14 1.090
24 H -7.188 -9.187 -17.206  C14 1.090
25 H -9.419 -13.036 -16.056  N15 1.010
26 H -10.628 -12.070 -16.335  N15 1.010
27 C -1.825 1.549 -14.369  C28 1.552, H33 1.090, H34 1.090, H35 1.090
28 C -2.482 1.613 -12.964  C27 1.552, C29 1.562, N32 1.500, H36 1.090
29 C -3.904 2.258 -12.979  C28 1.562, O30 1.388, H37 1.090, H38 1.090
30 O -3.872 3.373 -13.806  C29 1.388, C31 1.428
31 C -4.994 4.247 -13.682  O30 1.428, H39 1.090, H40 1.090, H41 1.090
32 N -2.532 0.279 -12.279  C28 1.500, H42 1.010, H43 1.010
33 H -2.165 0.689 -14.946  C27 1.090
34 H -0.779 1.407 -14.097  C27 1.090
35 H -1.804 2.413 -15.032  C27 1.090
36 H -1.883 2.255 -12.318  C28 1.090
37 H -4.266 2.518 -11.985  C29 1.090
38 H -4.654 1.542 -13.314  C29 1.090
39 H -4.826 5.078 -14.367  C31 1.090
40 H -4.954 4.697 -12.690  C31 1.090
41 H -5.904 3.790 -14.070  C31 1.090
42 H -3.094 0.331 -11.441  N32 1.010
43 H -2.944 -0.441 -12.854  N32 1.010
44 C 1.561 -1.704 -11.355  C45 1.586, H50 1.090, H51 1.090, H52 1.090
45 C 0.347 -2.559 -11.914  C44 1.586, C46 1.584, N49 1.495, H53 1.090
46 C 0.748 -4.073 -12.150  C45 1.584, O47 1.488, H54 1.090, H55 1.090
47 O -0.356 -4.674 -12.947  C46 1.488, C48 1.427
48 C -0.280 -6.084 -13.155  O47 1.427, H56 1.090, H57 1.090, H58 1.090
49 N -0.772 -2.448 -10.929  C45 1.495, H59 1.010, H60 1.010
50 H 1.069 -0.784 -11.038  C44 1.090
51 H 2.213 -1.355 -12.156  C44 1.090
52 H 2.080 -2.276 -10.586  C44 1.090
53 H 0.049 -2.139 -12.875  C45 1.090
54 H 0.924 -4.584 -11.203  C46 1.090
55 H 1.725 -4.023 -12.630  C46 1.090
56 H 0.636 -6.311 -13.701  C48 1.090
57 H -1.102 -6.567 -13.683  C48 1.090
58 H -0.152 -6.612 -12.209  C48 1.090
59 H -1.645 -2.911 -11.139  N49 1.010
60 H -0.996 -1.498 -10.668  N49 1.010
61 C 0.400 -12.954 -13.196  C62 1.550, H67 1.090, H68 1.090, H69 1.090
62 C -0.160 -11.975 -12.133  C61 1.550, C63 1.524, N66 1.488, H70 1.090
63 C -1.363 -11.124 -12.521  C62 1.524, O64 1.437, H71 1.090, H72 1.090
64 O -1.547 -10.075 -11.557  C63 1.437, C65 1.425
65 C -2.829 -9.454 -11.598  O64 1.425, H73 1.090, H74 1.090, H75 1.090
66 N -0.611 -12.814 -10.990  C62 1.488, H76 1.010, H77 1.010
67 H 1.332 -12.526 -13.565  C61 1.090
68 H -0.369 -13.075 -13.958  C61 1.090
69 H 0.713 -13.914 -12.785  C61 1.090
70 H 0.617 -11.318 -11.743  C62 1.090
71 H -2.295 -11.661 -12.700  C63 1.090
72 H -1.258 -10.505 -13.412  C63 1.090
73 H -3.091 -9.019 -10.633  C65 1.090
74 H -3.650 -10.160 -11.718  C65 1.090
75 H -2.794 -8.736 -12.417  C65 1.090
76 H -0.709 -12.290 -10.132  N66 1.010
77 H -1.555 -13.075 -11.237  N66 1.010
78 C -8.817 -2.218 -10.118  C79 1.559, H84 1.090, H85 1.090, H86 1.090
79 C -8.521 -2.193 -8.587  C78 1.559, C80 1.509, N83 1.471, H87 1.090
80 C -7.167 -1.768 -8.077  C79 1.509, O81 1.484, H88 1.090, H89 1.090
81 O -6.073 -2.620 -8.608  C80 1.484, C82 1.491
82 C -4.721 -2.176 -8.160  O81 1.491, H90 1.090, H91 1.090, H92 1.090
83 N -9.627 -1.413 -8.012  C79 1.471, H93 1.010, H94 1.010
84 H -8.066 -2.853 -10.589  C78 1.090
85 H -8.549 -1.306 -10.650  C78 1.090
86 H -9.836 -2.547 -10.321  C78 1.090
87 H -8.819 -3.132 -8.120  C79 1.090
88 H -7.226 -1.725 -6.989  C80 1.090
89 H -7.001 -0.729 -8.361  C80 1.090
90 H -4.055 -2.951 -8.540  C82 1.090
91 H -4.591 -2.356 -7.092  C82 1.090
92 H -4.374 -1.196 -8.485  C82 1.090
93 H -10.538 -1.500 -8.438  N83 1.010
94 H -9.420 -0.452 -8.243  N83 1.010
95 C -5.245 -3.267 -11.868  C96 1.487, H101 1.090, H102 1.090, H103 1.090
96 C -4.122 -4.240 -11.824  C95 1.487, C97 1.506, N100 1.420, H104 1.090
97 C -4.343 -5.483 -12.645  C96 1.506, O98 1.506, H105 1.090, H106 1.090
98 O -5.633 -6.220 -12.392  C97 1.506, C99 1.377
99 C -5.524 -7.514 -12.849  O98 1.377, H107 1.090, H108 1.090, H109 1.090
100 N -3.005 -3.580 -12.400  C96 1.420, H110 1.010, H111 1.010
101 H -5.204 -2.467 -11.129  C95 1.090
102 H -6.137 -3.861 -11.665  C95 1.090
103 H -5.425 -2.836 -12.852  C95 1.090
104 H -3.895 -4.465 -10.782  C96 1.090
105 H -3.480 -6.065 -12.322  C97 1.090
106 H -4.331 -5.180 -13.692  C97 1.090
107 H -4.996 -8.169 -12.156  C99 1.090
108 H -5.007 -7.538 -13.808  C99 1.090
109 H -6.506 -7.966 -12.994  C99 1.090
110 H -3.210 -2.910 -13.126  N100 1.010
111 H -2.299 -4.230 -12.714  N100 1.010
112 C -4.545 -5.405 -17.016  O113 1.428, H114 1.090, H115 1.090, H116 1.090
113 O -3.638 -4.542 -17.703  C112 1.428, H117 0.960
114 H -5.159 -5.996 -17.696  C112 1.090
115 H -4.036 -6.072 -16.320  C112 1.090
116 H -5.292 -4.899 -16.405  C112 1.090
117 H -4.053 -4.123 -18.461  O113 0.960
118 C -0.531 -2.555 -16.493  O119 1.438, H120 1.090, H121 1.090, H122 1.090
119 O -1.067 -1.928 -15.315  C118 1.438, H123 0.960
120 H -0.940 -3.563 -16.564  C118 1.090
121 H -0.823 -2.109 -17.444  C118 1.090
122 H 0.545 -2.702 -16.580  C118 1.090
123 H -0.702 -2.422 -14.577  O119 0.960

HOMO-LUMO gap (alpha / beta) in eV: 8.9 / 3.8
E_HOMO (alpha / beta) in eV: -10.76 / -10.76
2S+1: 2
Net charge: +1
LUMO (alpha / beta) in eV: -1.8 / -7.0
Largest force on an atom in eV/A: 3.93

# 2
C28H81N3O19 | wB97M-V/def2-TZVPD

Each atom is followed by the atoms it is bonded to, with distances in Å.
Atoms and positions in Å:
1 C 3.383 -0.200 7.365  O2 1.437, H7 1.090, H8 1.090, H9 1.090
2 O 2.245 0.537 6.888  C1 1.437, C3 1.461
3 C 2.618 1.679 6.056  O2 1.461, C4 1.601, H10 1.090, H11 1.090
4 C 2.586 2.939 7.044  C3 1.601, C5 1.528, N6 1.504, H12 1.090
5 C 1.228 3.568 7.349  C4 1.528, H13 1.090, H14 1.090, H15 1.090
6 N 3.440 4.060 6.518  C4 1.504, H16 1.010, H17 1.010
7 H 3.962 -0.448 6.475  C1 1.090
8 H 3.099 -1.063 7.968  C1 1.090
9 H 3.840 0.505 8.059  C1 1.090
10 H 3.655 1.604 5.727  C3 1.090
11 H 2.181 1.792 5.064  C3 1.090
12 H 2.980 2.600 8.002  C4 1.090
13 H 1.407 4.207 8.214  C5 1.090
14 H 0.588 2.746 7.671  C5 1.090
15 H 0.796 4.155 6.538  C5 1.090
16 H 4.307 3.667 6.180  N6 1.010
17 H 3.744 4.634 7.291  N6 1.010
18 C 4.840 0.558 -4.959  O19 1.435, H24 1.090, H25 1.090, H26 1.090
19 O 6.205 0.761 -4.567  C18 1.435, C20 1.380
20 C 6.421 1.630 -3.516  O19 1.380, C21 1.525, H27 1.090, H28 1.090
21 C 5.891 3.057 -3.606  C20 1.525, C22 1.578, N23 1.436, H29 1.090
22 C 6.706 4.097 -2.743  C21 1.578, H30 1.090, H31 1.090, H32 1.090
23 N 4.493 3.169 -3.299  C21 1.436, H33 1.010, H34 1.010
24 H 4.098 1.343 -5.105  C18 1.090
25 H 4.418 -0.225 -4.328  C18 1.090
26 H 4.906 0.209 -5.990  C18 1.090
27 H 6.186 1.142 -2.570  C20 1.090
28 H 7.493 1.742 -3.352  C20 1.090
29 H 6.010 3.333 -4.653  C21 1.090
30 H 6.381 5.079 -3.086  C22 1.090
31 H 7.743 4.205 -3.061  C22 1.090
32 H 6.500 4.098 -1.673  C22 1.090
33 H 4.195 2.268 -3.646  N23 1.010
34 H 4.343 3.144 -2.301  N23 1.010
35 C -5.202 -3.609 -2.384  O36 1.408, H41 1.090, H42 1.090, H43 1.090
36 O -4.059 -4.386 -2.117  C35 1.408, C37 1.433
37 C -3.508 -5.049 -3.262  O36 1.433, C38 1.510, H44 1.090, H45 1.090
38 C -2.359 -5.972 -2.933  C37 1.510, C39 1.580, N40 1.444, H46 1.090
39 C -0.978 -5.268 -2.624  C38 1.580, H47 1.090, H48 1.090, H49 1.090
40 N -2.003 -6.978 -3.907  C38 1.444, H50 1.010, H51 1.010
41 H -6.063 -4.266 -2.507  C35 1.090
42 H -5.206 -3.030 -3.308  C35 1.090
43 H -5.518 -2.850 -1.668  C35 1.090
44 H -4.254 -5.695 -3.724  C37 1.090
45 H -3.349 -4.239 -3.974  C37 1.090
46 H -2.595 -6.429 -1.971  C38 1.090
47 H -0.704 -4.472 -3.316  C39 1.090
48 H -0.097 -5.909 -2.587  C39 1.090
49 H -1.033 -4.954 -1.581  C39 1.090
50 H -1.606 -7.836 -3.552  N40 1.010
51 H -1.340 -6.663 -4.600  N40 1.010
52 O -4.872 2.703 4.820  C53 1.432, H56 0.960
53 C -4.121 3.794 4.277  O52 1.432, C54 1.591, H57 1.090, H58 1.090
54 C -2.787 3.239 3.611  C53 1.591, O55 1.394, H59 1.090, H60 1.090
55 O -2.854 2.514 2.422  C54 1.394, H61 0.960
56 H -4.768 1.912 4.287  O52 0.960
57 H -4.614 4.183 3.386  C53 1.090
58 H -4.006 4.503 5.097  C53 1.090
59 H -2.223 2.644 4.330  C54 1.090
60 H -2.149 4.089 3.372  C54 1.090
61 H -2.278 1.747 2.448  O55 0.960
62 O -7.379 -2.421 3.831  C63 1.419, H66 0.960
63 C -6.280 -3.314 3.729  O62 1.419, C64 1.506, H67 1.090, H68 1.090
64 C -4.914 -2.733 3.480  C63 1.506, O65 1.456, H69 1.090, H70 1.090
65 O -5.074 -1.962 2.256  C64 1.456, H71 0.960
66 H -7.356 -1.836 3.070  O62 0.960
67 H -6.118 -3.846 4.667  C63 1.090
68 H -6.482 -4.024 2.927  C63 1.090
69 H -4.128 -3.488 3.485  C64 1.090
70 H -4.639 -2.010 4.249  C64 1.090
71 H -4.494 -2.390 1.621  O65 0.960
72 O -0.271 -0.617 1.277  C73 1.423, H76 0.960
73 C 0.688 -0.680 0.228  O72 1.423, C74 1.481, H77 1.090, H78 1.090
74 C 0.415 0.241 -0.900  C73 1.481, O75 1.410, H79 1.090, H80 1.090
75 O 0.532 1.608 -0.577  C74 1.410, H81 0.960
76 H -0.094 -1.101 2.087  O72 0.960
77 H 1.589 -0.575 0.832  C73 1.090
78 H 0.750 -1.680 -0.201  C73 1.090
79 H -0.636 0.192 -1.185  C74 1.090
80 H 0.968 -0.163 -1.748  C74 1.090
81 H -0.253 1.835 -0.072  O75 0.960
82 O 0.218 -3.328 4.576  C83 1.441, H86 0.960
83 C 0.515 -4.733 4.699  O82 1.441, C84 1.582, H87 1.090, H88 1.090
84 C 1.237 -5.161 3.357  C83 1.582, O85 1.366, H89 1.090, H90 1.090
85 O 1.195 -6.498 3.081  C84 1.366, H91 0.960
86 H 0.614 -2.812 5.281  O82 0.960
87 H 1.108 -5.098 5.538  C83 1.090
88 H -0.431 -5.272 4.655  C83 1.090
89 H 2.257 -4.822 3.541  C84 1.090
90 H 0.892 -4.662 2.452  C84 1.090
91 H 0.321 -6.887 3.156  O85 0.960
92 O -0.103 6.233 -2.777  C93 1.377, H96 0.960
93 C 0.141 7.086 -1.725  O92 1.377, C94 1.562, H97 1.090, H98 1.090
94 C -0.849 8.292 -1.801  C93 1.562, O95 1.431, H99 1.090, H100 1.090
95 O -0.712 8.912 -3.083  C94 1.431, H101 0.960
96 H 0.451 5.451 -2.719  O92 0.960
97 H -0.058 6.598 -0.771  C93 1.090
98 H 1.196 7.336 -1.837  C93 1.090
99 H -0.762 8.802 -0.842  C94 1.090
100 H -1.887 7.962 -1.846  C94 1.090
101 H -0.612 8.247 -3.769  O95 0.960
102 O -5.916 2.851 -0.392  C103 1.338, H106 0.960
103 C -5.483 3.892 -1.113  O102 1.338, C104 1.481, H107 1.090, H108 1.090
104 C -6.265 3.898 -2.370  C103 1.481, O105 1.379, H109 1.090, H110 1.090
105 O -5.909 4.801 -3.348  C104 1.379, H111 0.960
106 H -5.395 2.831 0.414  O102 0.960
107 H -5.503 4.797 -0.506  C103 1.090
108 H -4.422 3.766 -1.326  C103 1.090
109 H -7.242 4.157 -1.962  C104 1.090
110 H -6.347 2.921 -2.847  C104 1.090
111 H -5.794 5.657 -2.929  O105 0.960
112 O 7.935 -5.081 -1.644  C113 1.463, H116 0.960
113 C 7.607 -4.216 -0.512  O112 1.463, C114 1.610, H117 1.090, H118 1.090
114 C 6.024 -4.238 -0.214  C113 1.610, O115 1.379, H119 1.090, H120 1.090
115 O 5.398 -3.914 -1.398  C114 1.379, H121 0.960
116 H 7.931 -4.574 -2.459  O112 0.960
117 H 8.185 -4.630 0.314  C113 1.090
118 H 7.959 -3.193 -0.647  C113 1.090
119 H 5.730 -3.471 0.502  C114 1.090
120 H 5.660 -5.236 0.031  C114 1.090
121 H 5.843 -4.401 -2.095  O115 0.960
122 O -3.385 -2.425 -7.629  C123 1.400, H126 0.960
123 C -2.646 -1.294 -7.263  O122 1.400, C124 1.561, H127 1.090, H128 1.090
124 C -1.168 -1.651 -6.911  C123 1.561, O125 1.392, H129 1.090, H130 1.090
125 O -0.654 -0.517 -6.287  C124 1.392, H131 0.960
126 H -4.073 -1.996 -8.143  O122 0.960
127 H -2.583 -0.496 -8.003  C123 1.090
128 H -3.169 -0.906 -6.389  C123 1.090
129 H -0.554 -1.915 -7.772  C124 1.090
130 H -1.012 -2.568 -6.343  C124 1.090
131 H -0.655 0.157 -6.971  O125 0.960

HOMO-LUMO gap in eV: 8.9
SMILES: COC[C@H](C)N.COC[C@H](C)N.COC[C@H](C)N.OCCO.OCCO.OCCO.OCCO.OCCO.OCCO.OCCO.OCCO
E_HOMO in eV: -8.92
LUMO in eV: 0.0
Energy relative to the best compared isomer or geometry (same formula, charge and spin) in kcal/mol: 184.9
Largest force on an atom in eV/A: 3.81